{"formula": "C20H46N2S2", "method": "wB97M-V/def2-TZVPD", "elements": ["C", "H", "C", "C", "C", "H", "H", "C", "C", "H", "H", "N", "C", "H", "H", "H", "C", "H", "H", "H", "C", "C", "H", "H", "S", "S", "C", "C", "H", "H", "N", "C", "H", "H", "H", "C", "H", "H", "H", "C", "C", "H", "H", "C", "H", "C", "H", "C", "C", "H", "H", "H", "H", "H", "H", "H", "H", "H", "H", "H", "H", "H", "H", "H", "H", "H", "H", "H", "H", "H"], "xyz": [[-4.71076, -4.92169, -1.14906], [-4.92169, -4.28166, -2.00200], [-3.60041, -4.34618, -0.27857], [-3.99216, -3.04188, 0.41751], [-4.19376, -1.88565, -0.56068], [-5.01976, -2.11842, -1.23171], [-3.29194, -1.76272, -1.16477], [-4.49405, -0.57822, 0.17901], [-4.71391, 0.53945, -0.83575], [-3.87650, 0.55092, -1.53646], [-5.62015, 0.32069, -1.40383], [-4.86097, 1.92029, -0.27744], [-5.95190, 1.95264, 0.71968], [-5.68084, 1.38568, 1.60704], [-6.85617, 1.52299, 0.29295], [-6.16174, 2.97971, 1.01351], [-5.23212, 2.82719, -1.38393], [-6.23040, 2.58260, -1.74215], [-5.23263, 3.86120, -1.04324], [-4.54326, 2.72849, -2.21957], [-3.61742, 2.39985, 0.39496], [-2.35136, 2.47313, -0.45132], [-2.53317, 2.80292, -1.47112], [-1.66547, 3.17890, 0.01494], [-1.44011, 0.87390, -0.61314], [-0.36109, 0.77050, 1.09498], [1.29243, 1.44744, 0.61359], [2.27502, 0.38954, 0.12286], [2.98661, 0.87513, -0.54826], [1.72408, -0.35538, -0.45866], [3.06291, -0.33619, 1.16143], [3.95274, 0.58077, 1.89694], [3.37626, 1.28021, 2.49798], [4.59061, 0.00756, 2.56677], [4.58038, 1.14100, 1.20825], [2.15842, -0.99408, 2.12408], [2.73666, -1.55160, 2.85846], [1.49280, -1.68412, 1.60877], [1.55651, -0.25744, 2.65210], [3.87317, -1.41186, 0.49208], [5.01286, -0.95438, -0.42785], [5.02913, -1.62189, -1.29088], [4.84055, 0.04787, -0.81704], [6.39734, -1.01832, 0.22612], [6.55331, -2.02651, 0.61434], [7.51874, -0.70401, -0.76670], [7.42982, -1.35705, -1.63643], [7.54755, 0.75354, -1.22522], [8.77737, 1.03602, -2.07934], [9.68579, 0.84826, -1.51339], [8.78491, 0.39857, -2.95978], [8.78598, 2.07237, -2.40591], [7.56002, 1.40945, -0.35055], [6.65389, 0.98500, -1.81053], [8.47061, -0.93038, -0.28495], [6.47020, -0.32182, 1.06282], [3.16891, -2.03013, -0.06755], [4.29939, -2.03177, 1.28361], [1.65061, 2.00186, 1.47739], [1.11232, 2.15583, -0.19337], [-3.82929, 3.40351, 0.77419], [-3.42824, 1.75474, 1.25685], [-3.65197, -0.35812, 0.83674], [-5.38093, -0.72795, 0.79406], [-4.91175, -3.20312, 0.98253], [-3.20812, -2.77095, 1.12988], [-2.70884, -4.17926, -0.88768], [-3.34374, -5.07719, 0.48979], [-5.62326, -5.04482, -0.57116], [-4.41718, -5.89622, -1.52856]], "mulliken_charge": [-1.19, 0.31, -0.50, -0.63, -0.73, 0.31, 0.35, -0.13, -1.20, 0.31, 0.50, 0.07, -0.95, 0.41, 0.37, 0.44, -0.93, 0.44, 0.37, 0.42, -0.52, -0.93, 0.38, 0.46, -0.08, -0.06, -1.00, -0.22, 0.30, 0.40, -0.01, -1.04, 0.47, 0.40, 0.41, -1.02, 0.45, 0.41, 0.41, -0.75, -0.28, 0.46, -0.06, -0.51, 0.38, -0.95, 0.34, -0.05, -1.44, 0.36, 0.35, 0.39, 0.24, 0.21, 0.39, 0.25, 0.40, 0.54, 0.31, 0.52, 0.59, 0.42, 0.17, 0.46, 0.33, 0.35, 0.29, 0.34, 0.30, 0.38], "homo_ha": -0.554, "gap_ev": 10.460, "relative_energy_ev": 0.2019, "total_charge": 2}

---

{"formula": "C5H10O2", "method": "wB97M-V/def2-TZVPD", "elements": ["C", "C", "C", "O", "C", "C", "O", "H", "H", "H", "H", "H", "H", "H", "H", "H", "H"], "xyz": [[-1.62488, -0.35585, -0.38770], [-0.61897, 0.09126, 0.66223], [0.61951, -0.83615, 0.82446], [0.48266, -2.07258, 0.14786], [1.46430, 0.27416, 0.22252], [0.37010, 1.20434, 0.31277], [0.34722, 1.62159, -1.40283], [-2.40825, 0.39597, -0.54196], [-2.09807, -1.28929, -0.07076], [-1.13308, -0.57316, -1.34081], [-1.13512, 0.30256, 1.60653], [0.83089, -1.02780, 1.88880], [1.37256, -2.40878, -0.01195], [2.50297, 0.49384, 0.46598], [1.04556, 0.71113, -1.20394], [0.32319, 2.21818, 0.70589], [-0.48339, 1.36854, -1.84300]], "mulliken_charge": [-1.68, -0.06, 0.35, -0.57, -1.33, 0.20, -0.64, 0.38, 0.36, 0.39, 0.40, 0.28, 0.32, 0.34, 0.48, 0.42, 0.37], "homo_ha": -0.305, "gap_ev": 9.242, "relative_energy_ev": 4.8874}

---

{"formula": "C2H4N2S", "method": "wB97M-V/def2-TZVPD", "elements": ["C", "C", "N", "N", "S", "H", "H", "H", "H"], "xyz": [[1.02970, 0.97597, 0.39506], [-1.24929, 0.12316, -0.17233], [1.89588, 1.67026, 0.72514], [0.20897, 0.04162, -0.07714], [0.86047, -1.74192, -0.38420], [-1.53727, 0.94281, -0.83159], [-1.62329, -0.94365, -0.59052], [-1.63279, 0.43396, 0.86125], [2.04761, -1.50222, 0.07432]], "mulliken_charge": [0.40, -0.63, -0.45, -0.17, -0.06, 0.29, 0.20, 0.27, 0.14], "homo_ha": -0.333, "gap_ev": 8.396, "relative_energy_ev": 2.0478}

---

{"formula": "C19H32Br18NO4P2S", "method": "wB97M-V/def2-TZVPD", "elements": ["C", "C", "C", "C", "C", "C", "C", "O", "C", "N", "P", "O", "O", "C", "O", "C", "C", "C", "C", "P", "S", "H", "H", "H", "H", "H", "H", "H", "H", "H", "H", "H", "H", "H", "H", "H", "H", "H", "H", "H", "H", "H", "H", "H", "H", "H", "H", "C", "Br", "Br", "Br", "H", "C", "Br", "Br", "Br", "H", "C", "Br", "Br", "Br", "H", "C", "Br", "Br", "Br", "H", "C", "Br", "Br", "Br", "H", "C", "Br", "Br", "Br", "H"], "xyz": [[2.41776, -2.57489, -1.06739], [1.96335, -1.32678, -0.63423], [0.58815, -1.17985, 0.14094], [0.76645, 0.17518, 0.91376], [-0.52127, 0.73232, 1.61318], [-0.53399, 0.51015, 3.18542], [-0.90697, 1.87828, 3.86509], [0.17955, 2.80356, 3.77170], [0.54913, -2.50707, 0.93944], [-0.54507, -3.20574, 0.80214], [-0.56446, -4.77397, 1.65979], [-1.95106, -4.95301, 2.59439], [0.83391, -4.95506, 2.57256], [-1.54769, -2.55336, -0.09323], [-2.60935, -1.84064, 0.46621], [-3.56067, -2.67030, 1.16970], [-4.00393, -3.96474, 0.41733], [-5.22701, -4.69262, 1.10555], [-0.67607, -1.40454, -0.75607], [-0.44120, -1.63503, -2.60899], [-0.02065, -3.46452, -3.13322], [2.55410, -2.71256, -2.16676], [2.60901, -3.45106, -0.41313], [2.59205, -0.43026, -0.80406], [1.21580, 0.90830, 0.20828], [1.52356, 0.00976, 1.72092], [-1.48055, 0.35249, 1.20291], [-0.50108, 1.84220, 1.46814], [0.46608, 0.14175, 3.49903], [-1.34738, -0.22715, 3.38885], [-1.75313, 2.32432, 3.28226], [-1.22306, 1.69008, 4.91632], [-0.17340, 3.67256, 3.57359], [1.45795, -2.72479, 1.53300], [-1.83158, -4.44826, 3.42195], [1.23154, -5.77841, 2.25733], [-1.74266, -3.28937, -0.90509], [-3.21700, -2.85723, 2.21934], [-4.47941, -2.04385, 1.28291], [-3.18660, -4.70938, 0.26188], [-4.34725, -3.66600, -0.60121], [-5.16620, -5.79346, 0.90540], [-6.19304, -4.37247, 0.65318], [-5.20671, -4.51387, 2.20340], [-1.24786, -0.44309, -0.72602], [0.48809, -0.70244, -3.14296], [-1.72043, -1.31198, -3.17366], [1.14120, 2.67714, -3.57585], [1.84469, 4.46422, -3.36874], [2.54969, 1.37847, -3.86028], [-0.00645, 2.18459, -2.09084], [0.52431, 2.67719, -4.46691], [5.30266, 2.75358, -0.65471], [3.81697, 1.52037, -0.45582], [5.49705, 3.36896, -2.47761], [5.17248, 4.22570, 0.59232], [6.20356, 2.20420, -0.40771], [-4.02862, -9.39395, 0.53516], [-5.72035, -8.45486, 0.51323], [-3.68433, -10.30346, -1.13628], [-2.58155, -8.20935, 1.02628], [-4.09385, -10.15399, 1.30482], [3.14540, 7.50539, -6.27692], [4.49101, 6.72476, -5.12533], [2.57853, 6.27290, -7.65721], [1.64569, 8.18789, -5.26278], [3.60466, 8.35130, -6.77481], [3.31589, 0.91484, 5.32563], [1.84392, -0.32465, 5.55293], [3.47305, 1.50849, 3.48817], [3.19400, 2.40182, 6.55439], [4.22477, 0.37573, 5.56497], [0.53730, 12.31210, -3.91199], [1.39151, 11.38392, -2.44291], [1.77819, 12.67113, -5.35269], [-1.03821, 11.37620, -4.53765], [0.20597, 13.27087, -3.53123]], "mulliken_charge": [-0.89, -0.41, 3.05, -1.03, -0.78, 0.10, -0.77, -0.43, -1.57, 0.75, -0.01, -0.38, -0.44, -0.35, -0.24, -0.54, 0.05, -0.72, -0.79, 0.23, -0.36, 0.34, 0.23, -0.40, -0.13, 0.35, 0.26, 0.57, -0.24, 0.23, 0.40, 0.35, 0.28, 0.73, 0.32, 0.39, 0.36, 0.15, 0.47, 0.10, 0.42, -0.23, 0.39, 0.32, 0.47, 0.03, 0.17, -0.36, 0.04, -0.08, 0.02, 0.44, -0.35, 0.13, -0.03, -0.03, 0.39, -0.35, -0.05, 0.01, 0.01, 0.36, -0.39, -0.01, -0.01, 0.05, 0.36, -0.43, -0.02, 0.06, -0.01, 0.45, -0.33, -0.01, 0.00, -0.02, 0.35], "homo_ha": -0.403, "gap_ev": 6.933, "total_charge": 1}

---

{"formula": "C7H10F6Si", "method": "wB97M-V/def2-TZVPD", "elements": ["F", "F", "F", "F", "F", "F", "C", "C", "C", "C", "C", "C", "C", "Si", "H", "H", "H", "H", "H", "H", "H", "H", "H", "H"], "xyz": [[-3.43807, -1.34260, -0.40919], [-4.07833, 0.51900, 0.65297], [-3.33722, 0.67952, -1.41400], [0.50362, -1.65381, -1.81947], [0.06749, 0.38128, -2.59789], [-1.68014, -1.10879, -2.43466], [-1.82053, 0.09660, 0.24960], [-0.72716, -0.20332, -0.45377], [-3.23136, -0.02636, -0.25217], [-0.49257, -0.66808, -1.88890], [0.76562, 1.41762, 1.70846], [2.20346, 0.55099, -0.77604], [1.51009, -1.46390, 1.15882], [0.84311, 0.12592, 0.45350], [-1.58066, 0.69000, 1.14470], [-0.10501, 1.36788, 2.30513], [0.71357, 2.37741, 1.30642], [1.56577, 1.45741, 2.37809], [2.40515, 1.61174, -0.63366], [1.95805, 0.33319, -1.88530], [3.08487, 0.01143, -0.50156], [1.48553, -2.17188, 0.34093], [2.57441, -1.22789, 1.36201], [0.81029, -1.75338, 2.00601]], "mulliken_charge": [-0.23, -0.28, -0.24, -0.25, -0.23, -0.24, -0.63, 0.34, 0.86, 0.75, -1.48, -1.12, -1.01, 0.34, 0.18, 0.44, 0.49, 0.45, 0.34, 0.27, 0.37, 0.31, 0.31, 0.28], "homo_ha": -0.375, "gap_ev": 10.450}

---

{"formula": "C5H8N2", "method": "wB97M-V/def2-TZVPD", "elements": ["C", "C", "N", "C", "C", "C", "N", "H", "H", "H", "H", "H", "H", "H", "H"], "xyz": [[-0.03242, 0.49379, -0.30184], [-0.44030, -0.87551, -0.60124], [0.35735, 1.31659, -1.41671], [0.69638, 0.65109, 0.99669], [-0.21727, -2.11786, -0.93482], [0.17635, 0.35015, 2.17500], [-1.43799, 0.10277, -0.21395], [0.27562, 2.29691, -1.16566], [1.31336, 1.13587, -1.70020], [-2.04995, 0.42657, -0.95364], [1.67492, 1.10906, 0.90680], [0.78592, -2.50281, -1.01506], [-1.02699, -2.80466, -1.11586], [-0.79598, -0.10307, 2.25054], [0.72098, 0.52111, 3.08995]], "mulliken_charge": [0.94, 0.06, -0.59, -0.35, -0.84, -0.78, -0.63, 0.27, 0.27, 0.30, 0.28, 0.24, 0.25, 0.31, 0.28], "homo_ha": -0.336, "gap_ev": 10.175, "relative_energy_ev": 2.8424}

---

{"formula": "C4H8NO2", "method": "wB97M-V/def2-TZVPD", "elements": ["C", "C", "C", "C", "N", "O", "O", "H", "H", "H", "H", "H", "H", "H", "H"], "xyz": [[-0.03213, 0.77122, 0.15127], [-1.15337, -0.93236, -1.34279], [-0.28998, 0.03322, -1.14988], [1.23973, 0.16548, 0.76719], [1.10831, -0.36323, 1.92913], [-1.11395, 0.65048, 1.12212], [2.36151, 0.24697, 0.13619], [0.08668, 1.73386, -0.19244], [-1.71396, -1.60309, -0.72354], [-1.33811, -1.16758, -2.45633], [0.05642, 0.50097, -2.11124], [0.10366, -0.19714, 2.15971], [1.81480, -0.65822, 2.58708], [-2.01630, 0.78029, 0.91446], [2.10369, 0.39193, -0.78352]], "mulliken_charge": [0.32, -0.88, -0.23, 0.48, -0.20, -0.60, -0.41, 0.33, 0.33, 0.22, 0.36, 0.28, 0.27, 0.35, 0.38], "homo_ha": -0.546, "gap_ev": 11.066, "relative_energy_ev": 1.7861, "total_charge": 1}